The following is a quantum chemistry calculation of a structure of composition CH3O6PS in a non-equilibrium geometry, from OMol25.

Atoms and positions in Å:
C (-0.601, 0.449, 0.312)
O (2.477, -1.110, -1.015)
O (0.888, -0.108, -2.687)
O (1.671, -2.465, -3.039)
O (-0.851, 1.106, -0.690)
O (-1.259, 0.760, 1.626)
O (0.090, -2.134, -1.440)
P (1.415, -1.429, -1.996)
S (-0.930, -1.785, 0.025)
H (0.419, 0.381, 0.519)
H (0.550, 0.471, -2.003)
H (-2.225, 0.683, 1.544)

## Properties
Largest force on an atom (eV/Å): 3.98
HOMO energy (hartree): -0.01478
Net charge: -2

---

The following is a quantum chemistry calculation of a cluster of 2 separate species, C6H13NO in total in a non-equilibrium geometry, from OMol25.

Atoms and positions in Å:
C (1.269, -1.419, -0.204)
N (0.390, -0.096, -2.311)
C (-0.423, -0.038, -1.183)
C (-0.023, -0.630, 0.014)
C (-0.616, -0.291, 1.290)
C (-0.257, -0.798, 2.553)
C (-1.708, 0.868, -1.366)
H (1.952, -0.856, -0.849)
H (1.031, -2.390, -0.668)
H (1.892, -1.399, 0.721)
H (1.092, -0.846, -2.299)
H (0.010, -0.071, -3.256)
H (-1.526, 0.236, 1.286)
H (-0.857, -0.444, 3.368)
H (0.528, -1.512, 2.652)
H (-1.605, 1.414, -2.351)
H (-1.701, 1.683, -0.663)
H (-2.642, 0.296, -1.449)
H (1.389, 1.400, 1.449)
H (0.500, 2.567, 1.806)
O (1.307, 2.326, 1.460)

## Properties
Largest force on an atom (eV/Å): 4.19
HOMO energy (hartree): -0.27309
Relative energy (zero: lowest compared OMol25 entry of this formula, charge and spin) (kcal per mole): 57.9
SMILES: C=C/C(C)=C(\C)N.O

---

The following is a quantum chemistry calculation of a structure of composition C16H33AlN3O2 in a non-equilibrium geometry, from OMol25.

Atoms and positions in Å:
N (-2.349, -0.442, 2.326)
C (-1.848, -1.490, 1.657)
C (-0.265, -1.614, 1.586)
Al (0.590, -1.303, -0.238)
C (-0.559, -0.362, -1.630)
C (-1.969, 0.254, -1.449)
C (-2.755, 0.924, -2.640)
C (-2.135, 1.051, -4.080)
C (-0.679, 0.471, -4.265)
C (0.058, -0.226, -3.084)
H (-1.549, 0.116, 2.698)
H (-2.602, -2.214, 1.202)
H (0.279, -0.941, 2.354)
H (-0.009, -2.702, 1.899)
H (1.881, -0.362, 0.012)
H (1.069, -2.719, -0.826)
H (-2.464, 0.227, -0.427)
H (-3.812, 1.341, -2.482)
H (-2.691, 1.562, -4.932)
H (-0.166, 0.570, -5.292)
H (1.105, -0.655, -3.265)
C (6.701, -4.270, 0.398)
C (5.327, -4.823, 0.029)
C (4.268, -3.732, -0.235)
O (3.764, -3.104, 0.937)
C (4.608, -2.101, 1.475)
N (4.891, -5.753, 1.079)
H (6.753, -3.928, 1.433)
H (7.463, -5.046, 0.285)
H (6.977, -3.435, -0.253)
H (5.448, -5.390, -0.901)
H (3.403, -4.209, -0.705)
H (4.632, -2.982, -0.947)
H (5.139, -1.547, 0.696)
H (5.315, -2.542, 2.181)
H (3.984, -1.399, 2.033)
H (4.028, -6.203, 0.778)
H (4.605, -5.191, 1.881)
C (-3.968, 5.710, 1.544)
C (-4.945, 4.714, 0.924)
C (-4.394, 3.275, 0.841)
O (-3.437, 3.069, -0.191)
C (-2.127, 3.510, 0.124)
N (-5.356, 5.211, -0.396)
H (-3.185, 6.019, 0.851)
H (-4.497, 6.619, 1.845)
H (-3.492, 5.292, 2.435)
H (-5.830, 4.687, 1.570)
H (-5.230, 2.609, 0.603)
H (-3.997, 2.940, 1.807)
H (-1.887, 3.368, 1.181)
H (-2.005, 4.557, -0.160)
H (-1.422, 2.926, -0.472)
H (-6.088, 4.603, -0.759)
H (-4.575, 5.057, -1.034)

## Properties
Largest force on an atom (eV/Å): 4.98
HOMO energy (hartree): -0.18026
Net charge: -1

---

The following is a quantum chemistry calculation of a cluster of 2 separate species, C4H12 in total in a non-equilibrium geometry, from OMol25.

Atoms and positions in Å:
C (0.454, 1.598, -1.664)
C (0.950, 1.657, -0.205)
H (-0.197, 2.428, -1.935)
H (1.246, 1.585, -2.379)
H (-0.285, 0.772, -1.677)
H (0.227, 2.189, 0.397)
H (1.885, 2.234, -0.216)
H (1.139, 0.672, 0.163)
C (-0.316, -1.173, 0.450)
C (-1.057, -2.112, 1.416)
H (-0.660, -0.169, 0.671)
H (0.743, -1.369, 0.300)
H (-0.585, -1.384, -0.611)
H (-0.487, -2.912, 1.850)
H (-2.089, -2.303, 1.108)
H (-1.341, -1.547, 2.318)

## Properties
Largest force on an atom (eV/Å): 2.24
HOMO energy (hartree): -0.40435
Relative energy (zero: lowest compared OMol25 entry of this formula, charge and spin) (kcal per mole): 19.9
SMILES: CC.CC

---

The following is a quantum chemistry calculation of the molecule C6H4ClF3S2 in a non-equilibrium geometry, from OMol25.

Atoms and positions in Å:
C (-2.499, -0.308, 0.193)
C (-1.898, -1.511, 0.098)
C (2.272, 0.421, -0.658)
C (2.092, -0.473, 0.622)
C (-1.611, 0.879, -0.043)
C (-0.207, 0.396, -0.076)
F (-3.817, -0.031, 0.201)
F (-1.853, 1.450, -1.281)
F (-1.745, 1.903, 0.850)
S (0.715, 0.555, -1.479)
S (0.592, 0.218, 1.457)
Cl (-2.627, -3.045, 0.115)
H (2.394, 1.385, -0.269)
H (3.293, 0.167, -1.191)
H (1.886, -1.504, 0.238)
H (3.013, -0.501, 1.222)

## Properties
Largest force on an atom (eV/Å): 3.25
HOMO energy (alpha / beta) (hartree): -0.32388 / -0.27501
Relative energy (zero: lowest compared OMol25 entry of this formula, charge and spin) (kcal per mole): 25.0

---

The following is a quantum chemistry calculation of the molecule C3H2N2O in a non-equilibrium geometry, from OMol25.

Atoms and positions in Å:
C (-0.112, 0.347, -0.825)
C (0.276, 0.616, 0.629)
C (0.795, 2.295, -0.606)
N (0.232, 1.369, -1.508)
N (0.891, 1.724, 0.708)
O (0.946, 3.526, -0.794)
H (-0.572, -0.448, -1.240)
H (-0.016, -0.097, 1.399)

## Properties
Largest force on an atom (eV/Å): 4.92
HOMO energy (hartree): -0.40516
Relative energy (zero: lowest compared OMol25 entry of this formula, charge and spin) (kcal per mole): 11.2
SMILES: O=C1N=CC=N1